Entry 1:
ORCA calculation (ωB97M-V/def2-TZVPD) on a cluster of 2 separate species, C6H15NO in total.

Structure (XYZ):
```
23
Properties=species:S:1:pos:R:3:lowdin_charge:R:1
C 1.79 1.49 -0.04 -0.129
O -0.80 2.57 -0.03 -0.218
C 1.39 0.21 -0.79 -0.250
C -0.03 0.29 -1.42 -0.179
C -1.26 -0.21 -0.57 -0.182
C -1.00 -0.40 0.97 -0.181
C -0.67 -1.87 1.29 -0.318
N 0.45 -2.41 0.70 0.212
H 1.43 1.54 1.00 0.059
H 2.87 1.61 0.03 0.066
H 1.25 2.36 -0.41 0.046
H 1.65 -0.65 -0.19 0.071
H 2.08 0.20 -1.64 0.101
H -0.17 1.37 -1.57 0.087
H 0.02 -0.20 -2.39 0.099
H -2.16 0.37 -0.75 0.092
H -1.60 2.68 -0.55 -0.051
H -1.92 -0.22 1.51 0.111
H -0.23 0.31 1.24 0.084
H -0.73 -2.02 2.39 0.149
H -1.59 -2.42 1.00 0.172
H 0.63 -3.35 1.10 0.078
H -1.43 -1.25 -0.86 0.082
```

Properties
Energy in a.u.: -367.29154
Orbital gap in eV: 3.08
Energy above the lowest of the compared OMol25 structures with the same formula, charge and spin in kcal/mol: 213.2
Total charge: 0
HOMO energy in eV: -7.618
LUMO energy in eV: -4.534


Entry 2:
ORCA calculation (ωB97M-V/def2-TZVPD) on an isolated molecule of C3H3ClS4.

Structure (XYZ):
```
11
Properties=species:S:1:pos:R:3:lowdin_charge:R:1
S 1.14 2.17 -0.99 0.646
C 1.06 0.73 -0.13 -1.223
S 1.74 0.49 1.40 0.848
C 0.36 -0.48 -0.60 -0.983
Cl -0.12 -0.49 -2.30 0.670
C -0.88 -0.81 0.08 -1.282
S -1.00 -2.34 0.62 0.719
S -2.16 0.34 -0.01 0.849
H 1.90 1.80 1.62 -0.097
H 0.89 -1.35 -0.55 0.023
H -2.93 -0.08 0.86 -0.170
```

Properties
Energy in a.u.: -2168.98995
Orbital gap in eV: 7.90
SMILES string: S=C(S)C(Cl)C(=S)S
Energy above the lowest of the compared OMol25 structures with the same formula, charge and spin in kcal/mol: 15.7
Total charge: 0
HOMO energy in eV: -9.040
LUMO energy in eV: -1.144


Entry 3:
ORCA calculation (ωB97M-V/def2-TZVPD) on the ion C3H9N2O with charge +1.

Structure (XYZ):
```
15
Properties=species:S:1:pos:R:3:lowdin_charge:R:1
N 0.62 0.04 -1.81 0.051
C 0.24 -0.41 -0.57 -0.229
N -1.28 -0.83 -0.77 0.195
C 0.17 0.85 0.82 -0.222
C 0.55 0.50 2.16 -0.157
O 1.39 1.11 1.30 0.032
H 1.39 -0.28 -2.42 0.133
H 0.53 1.02 -1.97 0.096
H 0.82 -1.28 -0.17 0.159
H -1.42 -1.86 -0.88 0.171
H -1.53 -0.36 -1.65 0.156
H -1.80 -0.54 0.07 0.156
H -0.59 1.60 0.44 0.155
H 0.36 1.10 3.14 0.163
H 0.54 -0.64 2.31 0.140
```

Properties
Energy in a.u.: -304.09592
Orbital gap in eV: 10.61
SMILES string: N[C@H]([NH3+])[C@H]1CO1
Energy above the lowest of the compared OMol25 structures with the same formula, charge and spin in kcal/mol: 96.9
Total charge: +1
HOMO energy in eV: -14.109
LUMO energy in eV: -3.496


Entry 4:
ORCA calculation (ωB97M-V/def2-TZVPD) on a cluster of 2 separate species, H4OS2 in total.

Structure (XYZ):
```
7
Properties=species:S:1:pos:R:3:lowdin_charge:R:1
S 0.00 0.00 0.00 0.218
S -0.37 1.93 0.74 0.234
H -1.25 -0.50 0.12 -0.208
H -1.24 2.53 -0.09 -0.236
O -3.35 4.05 -0.11 -0.097
H -3.09 3.57 -0.93 0.037
H -3.81 4.86 -0.43 0.052
```

Properties
Energy in a.u.: -873.99023
Orbital gap in eV: 9.44
SMILES string: SS.O
Energy above the lowest of the compared OMol25 structures with the same formula, charge and spin in kcal/mol: 6.7
Total charge: 0
HOMO energy in eV: -9.146
LUMO energy in eV: 0.296


Entry 5:
ORCA calculation (ωB97M-V/def2-TZVPD) on a structure of composition C18H26MnN4OS3Te.

Structure (XYZ):
```
54
Properties=species:S:1:pos:R:3:lowdin_charge:R:1
Mn 0.26 -0.02 0.49 0.396
C -1.81 1.94 3.65 0.012
C -0.87 1.41 2.63 -0.222
N -1.13 0.44 1.81 -0.123
N -2.37 -0.17 1.88 0.046
C -2.42 -1.29 1.24 -0.734
N -3.55 -2.00 1.17 0.135
S -0.99 -2.02 0.38 0.595
C 0.50 1.97 2.47 -0.193
C 1.02 2.91 3.34 0.032
C 2.33 3.34 3.14 0.006
C 3.07 2.82 2.09 -0.003
C 2.48 1.88 1.27 -0.074
N 1.22 1.47 1.45 0.014
H -2.78 1.47 3.57 0.082
H -1.90 3.02 3.55 0.108
H -1.41 1.74 4.65 0.112
H -4.39 -1.64 1.59 0.132
H -3.57 -2.90 0.72 0.109
H 0.42 3.30 4.15 0.128
H 2.76 4.08 3.81 0.132
H 4.09 3.13 1.91 0.128
H 3.01 1.43 0.44 0.125
Te 0.53 -2.26 2.34 1.231
C 1.35 -4.04 1.81 -1.028
C 0.96 -5.28 2.28 -0.210
C 1.79 -6.31 1.80 -0.147
C 2.79 -5.84 0.99 -0.370
S 2.74 -4.15 0.81 0.977
H 0.12 -5.43 2.94 0.112
H 1.66 -7.36 2.04 0.121
H 3.56 -6.41 0.49 0.087
C -1.43 3.07 -2.90 -0.083
C -0.47 2.55 -1.84 -0.279
C 0.97 2.39 -2.35 -0.328
S 1.56 0.71 -2.53 1.052
O 1.24 0.01 -1.21 -0.632
C 0.43 0.03 -3.77 -0.314
C -0.86 -0.60 -3.24 -0.291
C -1.49 -1.50 -4.30 -0.080
H -2.44 3.17 -2.51 0.087
H -1.48 2.41 -3.77 0.071
H -1.12 4.06 -3.26 0.091
H -0.84 1.60 -1.44 0.071
H -0.46 3.24 -0.99 0.112
H 1.71 2.84 -1.69 0.086
H 1.11 2.84 -3.33 0.108
H 1.03 -0.71 -4.31 0.101
H 0.24 0.86 -4.45 0.102
H -1.56 0.18 -2.94 0.097
H -0.62 -1.19 -2.35 0.057
H -1.66 -0.95 -5.23 0.088
H -2.46 -1.87 -3.96 0.081
H -0.85 -2.35 -4.52 0.086
```

Properties
Energy in a.u.: -3608.81530
Orbital gap (spin up / spin down) in eV: 7.50 / 7.27
<S²>: 3.77
Multiplicity: 4
Total charge: +2
HOMO energy (spin up / spin down) in eV: -14.333 / -14.232
LUMO energy (spin up / spin down) in eV: -6.837 / -6.964


Entry 6:
ORCA calculation (ωB97M-V/def2-TZVPD) on a cluster of 6 separate species, CH16N2O5 in total.

Structure (XYZ):
```
24
Properties=species:S:1:pos:R:3:lowdin_charge:R:1
N 1.89 1.04 -1.64 -0.011
C 0.68 0.22 -1.72 -0.334
N 0.82 -0.93 -0.80 -0.003
H 2.04 1.42 -0.72 0.050
H 2.69 0.44 -1.80 0.053
H -0.12 0.87 -1.39 0.076
H 0.60 -0.14 -2.74 0.107
H -0.07 -1.27 -0.44 0.039
H 0.99 -1.77 -1.37 0.076
O 2.79 -1.75 1.39 -0.082
H 2.15 -2.46 1.49 0.016
H 2.67 -1.39 0.51 -0.012
O -2.09 2.04 -0.47 -0.052
H -2.80 2.66 -0.28 0.059
H -1.82 1.77 0.41 -0.006
O -2.38 -0.49 -1.36 -0.059
H -2.65 0.29 -1.82 0.026
H -2.48 -0.40 -0.41 0.018
O -0.87 1.29 2.18 -0.048
H -0.58 2.21 2.12 0.058
H -0.18 0.89 2.72 0.047
O -0.27 -1.80 2.30 -0.048
H -1.10 -1.81 1.82 0.036
H 0.10 -0.95 2.05 -0.006
```

Properties
Energy in a.u.: -533.37759
Orbital gap in eV: 9.44
SMILES string: NCN.O.O.O.O.O
Energy above the lowest of the compared OMol25 structures with the same formula, charge and spin in kcal/mol: 29.2
Total charge: 0
HOMO energy in eV: -9.401
LUMO energy in eV: 0.038


Entry 7:
ORCA calculation (ωB97M-V/def2-TZVPD) on the ion C12H16N3 with charge +1.

Structure (XYZ):
```
31
Properties=species:S:1:pos:R:3:lowdin_charge:R:1
C -1.57 -1.44 0.92 0.000
N -0.29 -1.28 1.56 -0.073
C -0.02 -1.67 2.83 -0.143
N 1.19 -1.39 3.20 0.086
C 1.77 -0.77 2.15 -0.106
C 0.87 -0.69 1.12 -0.156
C 1.19 -0.01 -0.34 -0.350
C 2.35 0.96 -0.27 -0.003
N 1.62 -1.14 -1.25 0.246
C -0.09 0.66 -0.80 -0.216
C -0.65 1.59 0.07 -0.035
C -1.86 2.19 -0.23 -0.045
C -2.52 1.87 -1.40 -0.053
C -1.96 0.95 -2.28 -0.056
C -0.74 0.35 -1.98 -0.052
H -2.22 -0.59 1.15 0.104
H -1.47 -1.51 -0.16 0.084
H -2.03 -2.35 1.30 0.105
H -0.75 -2.16 3.44 0.136
H 2.78 -0.43 2.21 0.110
H 3.28 0.47 0.02 0.093
H 2.15 1.75 0.45 0.106
H 2.49 1.43 -1.25 0.107
H 2.46 -1.57 -0.87 0.182
H 1.83 -0.76 -2.19 0.173
H 0.88 -1.85 -1.34 0.174
H -0.15 1.82 1.00 0.128
H -2.28 2.90 0.46 0.118
H -3.47 2.32 -1.63 0.115
H -2.47 0.70 -3.19 0.115
H -0.34 -0.35 -2.70 0.105
```

Properties
Energy in a.u.: -630.89021
Orbital gap in eV: 8.96
SMILES string: Cn1cncc1[C@@](C)([NH3+])c1ccccc1
Energy above the lowest of the compared OMol25 structures with the same formula, charge and spin in kcal/mol: 15.0
Total charge: +1
HOMO energy in eV: -12.335
LUMO energy in eV: -3.372


Entry 8:
ORCA calculation (ωB97M-V/def2-TZVPD) on a structure of composition C40H31BrInN4O7S2.

Structure (XYZ):
```
86
Properties=species:S:1:pos:R:3:lowdin_charge:R:1
In -0.77 0.44 -0.02 0.847
C 4.64 -3.28 5.36 -0.040
C 3.45 -2.81 4.57 -0.254
C 3.62 -2.05 3.41 -0.021
C 2.53 -1.60 2.69 -0.038
C 1.25 -1.90 3.14 -0.288
C 1.05 -2.64 4.29 -0.042
C 2.15 -3.09 5.00 -0.020
S -0.14 -1.34 2.23 0.620
O -1.33 -1.73 2.94 -0.268
O 0.00 -1.79 0.84 -0.350
N -0.01 0.24 2.02 -0.165
C -0.43 1.20 2.93 -0.242
C -0.36 1.12 4.30 0.009
C -0.73 2.21 5.11 -0.047
C -1.16 3.39 4.57 -0.028
C -1.27 3.50 3.16 -0.143
C -1.72 4.68 2.52 0.020
C -1.83 4.71 1.15 -0.021
C -1.52 3.56 0.42 -0.089
N -1.09 2.46 0.99 0.050
C -0.93 2.41 2.35 -0.144
H 5.48 -3.51 4.70 0.082
H 4.40 -4.17 5.93 0.082
H 4.97 -2.51 6.06 0.091
H 4.62 -1.82 3.07 0.119
H 2.67 -1.00 1.80 0.098
H 0.04 -2.87 4.62 0.117
H 2.01 -3.68 5.90 0.120
H 0.00 0.21 4.76 0.115
H -0.66 2.11 6.19 0.115
H -1.43 4.23 5.19 0.118
H -1.97 5.54 3.11 0.128
H -2.16 5.60 0.64 0.116
H -1.64 3.52 -0.66 0.117
O 1.26 0.82 -0.71 -0.512
S 2.15 -0.37 -1.10 1.088
C 3.78 0.19 -0.70 -0.393
C 4.84 -0.67 -0.96 -0.070
C 6.12 -0.27 -0.62 -0.060
C 6.33 0.97 -0.02 -0.062
C 5.25 1.81 0.24 -0.056
C 3.96 1.42 -0.09 -0.062
C 2.20 -0.36 -2.87 -0.383
C 1.75 -1.50 -3.52 -0.071
C 1.72 -1.52 -4.91 -0.056
C 2.13 -0.40 -5.62 -0.055
C 2.57 0.75 -4.95 -0.054
C 2.60 0.77 -3.57 -0.051
H 4.67 -1.63 -1.43 0.121
H 6.96 -0.92 -0.82 0.113
H 7.33 1.28 0.24 0.112
H 5.42 2.77 0.71 0.113
H 3.11 2.05 0.11 0.112
H 1.41 -2.36 -2.95 0.120
H 1.38 -2.40 -5.43 0.114
H 2.11 -0.41 -6.70 0.113
H 2.88 1.62 -5.51 0.113
H 2.94 1.65 -3.04 0.123
O -1.93 1.36 -1.73 -0.006
C -1.95 0.23 -2.30 -0.569
O -1.25 -0.72 -1.85 -0.009
C -2.83 0.01 -3.48 -0.121
C -2.84 0.92 -4.53 0.012
C -3.68 0.72 -5.61 0.021
C -4.50 -0.39 -5.60 -0.129
C -4.52 -1.31 -4.57 0.023
C -3.66 -1.10 -3.50 0.013
N -5.41 -0.61 -6.75 -0.350
O -5.34 0.18 -7.67 0.090
O -6.12 -1.59 -6.72 0.090
H -2.19 1.79 -4.50 0.128
H -3.70 1.40 -6.45 0.125
H -5.18 -2.16 -4.61 0.125
H -3.62 -1.81 -2.69 0.121
Br -7.00 -1.88 1.93 0.824
C -5.33 -1.24 1.37 -0.671
C -5.05 0.12 1.44 -0.073
C -3.81 0.54 1.02 -0.078
N -2.87 -0.30 0.56 0.020
C -3.16 -1.60 0.49 -0.107
C -4.38 -2.12 0.88 -0.069
H -5.78 0.82 1.81 0.114
H -3.55 1.59 1.04 0.117
H -2.38 -2.25 0.12 0.119
H -4.57 -3.18 0.82 0.118
```

Properties
Energy in a.u.: -5848.94111
Orbital gap in eV: 8.03
Energy above the lowest of the compared OMol25 structures with the same formula, charge and spin in kcal/mol: 4.2
Total charge: +1
HOMO energy in eV: -10.759
LUMO energy in eV: -2.733


Entry 9:
ORCA calculation (ωB97M-V/def2-TZVPD) on a cluster of 2 separate species, C6H12O in total.

Structure (XYZ):
```
19
Properties=species:S:1:pos:R:3:lowdin_charge:R:1
C -1.71 1.61 0.21 0.012
C -0.91 0.79 0.87 -0.173
C 0.33 0.09 0.42 -0.305
C 1.39 -0.02 1.49 -0.052
C 0.57 -0.03 -0.89 -0.128
C 1.77 -0.69 -1.49 -0.079
H -1.68 1.71 -0.87 0.061
H -2.52 2.15 0.68 0.058
H -1.02 0.77 1.96 0.097
H 2.09 0.80 1.31 0.092
H 0.95 0.17 2.47 0.067
H 1.97 -0.95 1.50 0.075
H -0.11 0.47 -1.56 0.105
H 2.50 -1.05 -0.77 0.065
H 1.44 -1.53 -2.09 0.080
H 2.28 0.01 -2.15 0.080
O -2.37 -1.70 -0.65 -0.074
H -3.16 -1.64 -0.08 0.041
H -1.83 -0.95 -0.35 -0.021
```

Properties
Energy in a.u.: -310.99829
Orbital gap in eV: 9.46
SMILES string: C=C/C(C)=C/C.O
Energy above the lowest of the compared OMol25 structures with the same formula, charge and spin in kcal/mol: 38.3
Total charge: 0
HOMO energy in eV: -8.661
LUMO energy in eV: 0.797


Entry 10:
ORCA calculation (ωB97M-V/def2-TZVPD) on a structure of composition C4H7NO2.

Structure (XYZ):
```
14
Properties=species:S:1:pos:R:3:lowdin_charge:R:1
C 0.06 -0.10 0.59 -0.608
C 0.75 0.29 -0.68 0.045
C -0.96 -1.22 0.52 -0.007
O -0.03 0.78 1.47 0.003
O -0.51 2.12 -0.80 -0.070
C 1.73 -0.99 0.16 -0.159
N 2.64 -1.68 0.31 0.151
H -0.48 2.06 0.19 0.059
H -1.43 2.30 -1.03 0.069
H 0.42 -0.15 -1.62 0.125
H 1.48 1.08 -0.62 0.118
H -1.20 -1.55 1.53 0.094
H -0.61 -2.09 -0.04 0.085
H -1.86 -0.85 0.03 0.095
```

Properties
Energy in a.u.: -361.73857
Orbital gap in eV: 9.99
Energy above the lowest of the compared OMol25 structures with the same formula, charge and spin in kcal/mol: 89.3
Total charge: 0
HOMO energy in eV: -10.180
LUMO energy in eV: -0.186


Entry 11:
ORCA calculation (ωB97M-V/def2-TZVPD) on a structure of composition C20H30AsN4O4PRuS5.

Structure (XYZ):
```
66
Properties=species:S:1:pos:R:3:lowdin_charge:R:1
Ru 0.22 -0.67 0.26 0.332
O 3.55 -0.51 2.99 0.208
C 2.74 -0.45 1.96 -0.459
O 1.53 -0.35 2.04 -0.070
C 3.41 -0.47 0.63 -0.168
C 4.79 -0.54 0.51 0.068
C 5.32 -0.47 -0.76 0.031
C 4.47 -0.31 -1.84 0.053
C 3.10 -0.25 -1.61 -0.150
N 2.56 -0.35 -0.40 0.125
C 2.12 0.01 -2.72 -0.475
O 2.44 -0.37 -3.95 0.173
O 1.07 0.56 -2.51 0.035
H 3.06 -0.48 3.82 0.176
H 5.41 -0.62 1.39 0.145
H 6.40 -0.52 -0.91 0.143
H 4.88 -0.21 -2.83 0.140
H 3.25 -0.89 -4.01 0.137
C -2.29 -2.90 -1.22 -0.256
As -1.12 -1.41 -1.64 1.022
C -0.07 -2.18 -3.08 -0.236
C -2.33 -0.25 -2.60 -0.251
H -2.84 -3.14 -2.13 0.056
H -2.99 -2.65 -0.43 0.033
H -1.70 -3.77 -0.93 0.017
H -0.74 -2.76 -3.71 0.059
H 0.70 -2.84 -2.67 0.017
H 0.40 -1.39 -3.67 0.017
H -2.71 -0.81 -3.45 0.056
H -1.81 0.63 -2.97 0.032
H -3.17 0.03 -1.97 0.028
C -2.99 -3.48 4.13 -0.305
S -2.78 -4.66 2.77 1.002
C -1.32 -4.25 2.01 -0.962
C -0.75 -3.00 1.76 -1.026
S -1.38 -1.43 1.77 0.698
S 0.78 -3.02 0.89 0.847
C 0.62 -4.67 0.24 -1.408
S 1.55 -5.28 -0.91 0.781
S -0.53 -5.58 1.22 1.005
H -3.99 -3.08 4.04 0.059
H -2.25 -2.68 4.09 0.018
H -2.88 -4.05 5.05 0.061
C 0.00 4.51 0.87 -0.094
N -0.47 4.06 -0.52 -0.058
C -2.02 4.10 -0.54 -0.081
N -2.54 3.30 0.51 -0.130
C -2.05 3.77 1.81 -0.120
N -0.58 3.71 1.89 -0.132
C -0.09 2.34 1.89 -0.266
P -0.56 1.42 0.34 0.865
C 0.04 2.69 -0.87 -0.219
C -2.35 1.85 0.31 -0.261
H -0.32 5.55 0.96 0.156
H 1.08 4.45 0.87 0.150
H -0.12 4.72 -1.21 0.191
H -2.33 3.75 -1.52 0.152
H -2.29 5.14 -0.41 0.155
H -2.48 3.16 2.61 0.146
H -2.37 4.80 1.96 0.150
H -0.49 1.80 2.76 0.109
H 1.00 2.33 1.99 0.100
H -0.28 2.44 -1.88 0.092
H 1.13 2.72 -0.87 0.108
H -2.88 1.30 1.08 0.103
H -2.78 1.57 -0.66 0.076
```

Properties
Energy in a.u.: -5962.19532
Orbital gap (spin up / spin down) in eV: 6.97 / 6.07
<S²>: 0.77
Multiplicity: 2
Energy above the lowest of the compared OMol25 structures with the same formula, charge and spin in kcal/mol: 5.6
Total charge: +3
HOMO energy (spin up / spin down) in eV: -15.777 / -16.432
LUMO energy (spin up / spin down) in eV: -8.807 / -10.363


Entry 12:
ORCA calculation (ωB97M-V/def2-TZVPD) on an isolated molecule of C2H6N2S.

Structure (XYZ):
```
11
Properties=species:S:1:pos:R:3:lowdin_charge:R:1
C 1.79 -0.59 -0.09 -0.131
N 0.36 -0.49 -0.43 -0.058
C -0.20 0.64 -0.23 -0.385
N -1.56 0.76 -0.21 -0.415
S -2.58 -0.66 -0.24 0.707
H 2.22 0.33 -0.30 0.028
H 2.22 -1.43 -0.71 0.083
H 1.85 -0.87 1.00 0.089
H 0.29 1.60 -0.04 0.130
H -1.91 1.66 0.15 0.083
H -2.48 -0.96 1.10 -0.130
```

Properties
Energy in a.u.: -587.45267
Orbital gap in eV: 9.66
SMILES string: C/N=C/NS
Energy above the lowest of the compared OMol25 structures with the same formula, charge and spin in kcal/mol: 32.2
Total charge: 0
HOMO energy in eV: -8.823
LUMO energy in eV: 0.835


Number 1: maximum force 1.850 eV/A. Number 2: maximum force 3.896 eV/A. Number 3: maximum force 5.290 eV/A. Number 4: maximum force 1.200 eV/A. Number 5: maximum force 0.408 eV/A. Number 6: maximum force 1.720 eV/A. Number 7: maximum force 3.411 eV/A. Number 8: maximum force 0.508 eV/A. Number 9: maximum force 1.233 eV/A. Number 10: maximum force 4.491 eV/A. Number 11: maximum force 0.986 eV/A. Number 12: maximum force 3.310 eV/A.